Here is C48H51Br2N7O2PS3SiSn as an isolated structure from OMol25. Energies are from ωB97M-V/def2-TZVPD.

```
! RIJCOSX wB97M-V def2-TZVPD def2/J DEFGRID3
* xyz -1 1
Sn 0.22 0.62 -1.09
C -0.51 1.94 -4.74
C -1.71 1.64 -3.89
C -2.96 2.09 -4.27
C -4.05 1.78 -3.45
C -3.89 1.01 -2.34
C -2.59 0.50 -2.00
N -1.52 0.90 -2.78
N -2.31 -0.31 -0.99
Si -3.46 -0.83 0.18
C -2.71 -2.02 1.43
C -4.13 0.62 1.18
C -4.92 -1.74 -0.63
H -0.59 1.41 -5.69
H 0.41 1.64 -4.24
H -0.45 3.01 -4.96
H -3.08 2.68 -5.17
H -5.04 2.14 -3.71
H -4.73 0.76 -1.71
H -2.42 -1.47 2.33
H -1.82 -2.53 1.08
H -3.45 -2.78 1.72
H -3.30 1.12 1.67
H -4.82 0.27 1.95
H -4.66 1.35 0.56
H -4.62 -2.18 -1.59
H -5.77 -1.07 -0.83
H -5.28 -2.54 0.01
Br 3.16 2.27 -5.12
C 3.77 1.06 -3.79
C 5.04 0.49 -3.95
C 5.52 -0.38 -3.01
Br 7.24 -1.14 -3.27
C 4.77 -0.69 -1.86
C 5.19 -1.55 -0.81
C 4.39 -1.73 0.28
C 3.15 -1.07 0.34
N 2.73 -0.30 -0.62
C 3.49 -0.10 -1.72
C 2.93 0.78 -2.72
O 1.74 1.28 -2.60
H 5.63 0.74 -4.82
H 6.15 -2.03 -0.88
H 4.69 -2.37 1.10
H 2.51 -1.18 1.21
S 1.44 -2.76 3.38
P 0.67 -0.96 3.76
S 0.25 0.27 2.25
C 1.81 -0.10 4.91
C 2.85 0.66 4.38
C 3.76 1.28 5.21
C 3.65 1.15 6.59
C 2.62 0.39 7.12
C 1.71 -0.23 6.29
C -0.85 -1.14 4.77
C -1.62 -0.01 5.04
C -2.79 -0.11 5.77
C -3.21 -1.36 6.23
C -2.45 -2.48 5.96
C -1.27 -2.37 5.23
H 2.91 0.78 3.30
H 4.57 1.87 4.78
H 4.36 1.64 7.24
H 2.52 0.29 8.20
H 0.91 -0.83 6.71
H -1.30 0.95 4.65
H -3.38 0.77 5.97
H -4.14 -1.44 6.79
H -2.78 -3.45 6.31
H -0.67 -3.25 5.01
C -0.60 3.98 0.38
N 0.23 3.49 -0.72
C 1.63 3.88 -0.47
N 1.77 5.33 -0.35
C 0.90 5.79 0.74
N -0.51 5.44 0.52
C -0.93 6.04 -0.75
N -0.11 5.59 -1.88
C -0.20 4.13 -1.96
C 1.29 5.93 -1.59
H -0.27 3.50 1.31
H -1.63 3.69 0.20
H 2.24 3.51 -1.29
H 1.95 3.41 0.46
H 0.98 6.87 0.83
H 1.23 5.33 1.67
H -0.85 7.12 -0.67
H -1.97 5.77 -0.95
H 0.43 3.77 -2.78
H -1.24 3.85 -2.16
H 1.38 7.02 -1.52
H 1.92 5.58 -2.42
O 0.37 -1.45 -2.23
S -0.13 -2.49 -1.25
C 1.10 -3.78 -1.30
C 1.70 -4.14 -2.50
C 2.71 -5.09 -2.48
C 3.10 -5.66 -1.27
C 2.50 -5.28 -0.08
C 1.49 -4.33 -0.09
C -1.48 -3.30 -2.09
C -2.04 -2.66 -3.18
C -3.15 -3.23 -3.79
C -3.68 -4.42 -3.31
C -3.11 -5.04 -2.20
C -2.00 -4.48 -1.59
H 1.39 -3.66 -3.42
H 3.20 -5.38 -3.40
H 3.89 -6.40 -1.26
H 2.82 -5.71 0.86
H 1.05 -3.97 0.84
H -1.63 -1.71 -3.51
H -3.60 -2.73 -4.64
H -4.55 -4.85 -3.78
H -3.53 -5.96 -1.82
H -1.55 -4.95 -0.72
*
```

**Molar mass**: 1191.76 g/mol
**Total energy**: -9581.4823 a.u.
**HOMO level**: -4.77 eV
**E_LUMO**: 2.19 eV


Here is C48H51Cl4N9O4SSr as an isolated structure from OMol25. Energies are from ωB97M-V/def2-TZVPD.

```
! RIJCOSX wB97M-V def2-TZVPD def2/J DEFGRID3
* xyz -2 1
Sr 2.07 -0.36 0.92
C -4.98 -1.48 -2.16
C -4.84 -2.80 -1.40
C -6.21 -3.48 -1.26
C -3.79 -3.68 -2.04
C -4.14 -4.69 -2.92
C -3.18 -5.47 -3.55
C -1.85 -5.23 -3.27
C -1.45 -4.23 -2.38
C 0.03 -4.07 -2.10
C 0.54 -5.23 -1.24
C 0.85 -3.95 -3.38
C -2.42 -3.43 -1.77
N -2.14 -2.29 -0.99
C -1.63 -2.41 0.21
O -1.19 -3.41 0.82
C -1.76 -1.10 0.98
C -2.97 -0.91 1.66
C -3.18 0.28 2.31
C -2.23 1.28 2.20
C -1.04 1.03 1.52
N -0.79 -0.19 0.98
C 0.03 2.11 1.33
O 1.21 1.67 1.25
N -0.26 3.38 1.28
C -1.52 3.91 1.12
C -1.99 4.88 2.04
C -3.22 5.49 1.82
C -3.99 5.19 0.70
C -3.51 4.27 -0.21
C -2.29 3.63 -0.03
C -1.81 2.65 -1.09
C -1.40 3.38 -2.37
C -2.84 1.56 -1.39
C -1.19 5.30 3.26
C 0.12 5.99 2.88
C -0.95 4.19 4.28
H -5.68 -0.81 -1.65
H -5.35 -1.67 -3.17
H -4.01 -0.98 -2.22
H -4.48 -2.57 -0.40
H -6.69 -3.61 -2.23
H -6.87 -2.85 -0.65
H -6.13 -4.45 -0.78
H -5.19 -4.88 -3.13
H -3.47 -6.25 -4.24
H -1.09 -5.84 -3.74
H 0.17 -3.15 -1.52
H 0.39 -6.18 -1.77
H 0.00 -5.26 -0.30
H 1.61 -5.11 -1.03
H 0.91 -4.91 -3.91
H 1.88 -3.65 -3.15
H 0.43 -3.21 -4.07
H -3.70 -1.71 1.67
H -4.10 0.46 2.87
H -2.39 2.24 2.66
H -3.57 6.22 2.54
H -4.95 5.68 0.55
H -4.10 4.04 -1.09
H -0.91 2.16 -0.71
H -2.25 3.92 -2.80
H -1.03 2.67 -3.11
H -0.61 4.11 -2.16
H -3.71 1.97 -1.91
H -3.19 1.07 -0.48
H -2.41 0.79 -2.03
H -1.82 6.05 3.76
H 0.76 5.30 2.32
H 0.66 6.31 3.78
H -0.06 6.87 2.26
H -0.32 3.40 3.87
H -1.90 3.74 4.60
H -0.46 4.59 5.17
N 1.46 -2.79 1.66
N 2.66 -3.53 1.65
C 3.57 -3.33 0.67
N 4.82 -3.80 0.97
S 3.22 -2.69 -0.85
H 1.29 -2.46 2.61
H 0.66 -3.34 1.33
H 3.01 -3.78 2.56
H 5.11 -3.64 1.93
H 5.50 -3.43 0.32
N 3.22 1.73 -2.79
C 1.99 1.09 -2.93
C 1.41 1.13 -4.21
C 0.23 0.47 -4.43
C -0.38 -0.21 -3.37
C 0.26 -0.17 -2.15
N 1.42 0.45 -1.91
C 4.02 2.04 -1.69
C 5.13 2.86 -1.95
C 5.96 3.18 -0.90
C 5.67 2.70 0.37
C 4.55 1.91 0.51
N 3.74 1.57 -0.49
H 3.55 2.14 -3.65
H 1.91 1.67 -5.00
H -0.23 0.48 -5.41
H -1.30 -0.76 -3.47
H -0.20 -0.67 -1.30
H 5.32 3.23 -2.95
H 6.83 3.81 -1.08
H 6.29 2.92 1.23
H 4.28 1.53 1.49
Cl 5.56 0.01 7.25
C 5.18 -0.30 5.58
C 6.18 -0.62 4.70
Cl 7.84 -0.71 5.21
C 5.85 -0.86 3.35
Cl 7.10 -1.24 2.19
C 4.54 -0.78 2.87
O 4.22 -0.97 1.64
C 3.46 -0.50 3.83
O 2.25 -0.50 3.39
C 3.85 -0.24 5.15
Cl 2.57 0.11 6.28
*
```

**Molar mass**: 1079.49 g/mol
**Total energy**: -4923.4741 a.u.
**HOMO level**: -1.99 eV
**E_LUMO**: 3.83 eV


Here is C48H52Cl3N4O7PV as an isolated structure from OMol25. Energies are from ωB97M-V/def2-TZVPD.

```
! RIJCOSX wB97M-V def2-TZVPD def2/J DEFGRID3
* xyz -2 4
V 0.61 1.49 0.60
C 3.77 -0.17 2.72
C 2.57 0.60 2.30
N 1.72 0.13 1.43
O 1.89 -1.10 0.86
C 2.24 1.96 2.79
C 2.94 2.66 3.90
N 1.22 2.50 2.18
O 0.78 3.69 2.53
H 3.77 -1.11 2.16
H 3.77 -0.40 3.79
H 4.69 0.38 2.49
H 1.12 -1.24 -0.64
H 3.24 1.96 4.69
H 2.24 3.39 4.31
H 3.83 3.20 3.56
Cl 1.74 6.56 -4.68
C 1.23 5.48 -3.37
C 0.02 5.74 -2.70
C -0.40 4.91 -1.70
C 0.37 3.76 -1.32
O -0.07 2.93 -0.45
C 1.62 3.57 -1.96
C 2.53 2.50 -1.59
O 2.41 1.71 -0.66
C 2.02 4.43 -3.00
H -0.58 6.60 -2.98
H -1.33 5.07 -1.17
H 3.43 2.42 -2.21
H 2.97 4.25 -3.50
C -2.41 -4.84 -0.14
C -2.21 -3.49 0.55
C -3.04 -2.43 -0.20
P -0.47 -2.72 0.78
C -0.19 -3.33 2.52
C 1.11 -2.78 3.12
C -0.30 -4.82 2.83
C 0.53 -3.76 -0.41
C 0.62 -5.15 -0.40
C 1.12 -5.90 -1.46
C 1.15 -7.41 -1.41
C 1.56 -5.21 -2.59
C 1.53 -3.82 -2.63
C 1.05 -3.07 -1.54
N 1.03 -1.68 -1.59
C 1.64 -0.94 -2.63
C 0.80 -0.29 -3.55
C -0.70 -0.46 -3.43
C 1.37 0.51 -4.54
C 2.75 0.67 -4.63
C 3.35 1.55 -5.71
C 3.56 0.03 -3.70
C 3.02 -0.77 -2.69
C 3.90 -1.38 -1.62
H -3.49 -5.02 -0.27
H -2.01 -5.69 0.42
H -1.95 -4.85 -1.13
H -2.61 -3.55 1.57
H -2.66 -2.31 -1.23
H -2.98 -1.46 0.29
H -4.10 -2.73 -0.27
H -1.02 -2.82 3.02
H 1.98 -3.10 2.53
H 1.23 -3.15 4.15
H 1.11 -1.69 3.13
H 0.60 -5.35 2.50
H -1.18 -5.29 2.37
H -0.38 -4.97 3.91
H 0.26 -5.69 0.46
H 0.93 -7.77 -0.40
H 2.13 -7.81 -1.70
H 0.41 -7.85 -2.08
H 1.93 -5.76 -3.45
H 1.89 -3.30 -3.51
H -0.99 -1.50 -3.58
H -1.22 0.16 -4.17
H -1.04 -0.18 -2.42
H 0.72 1.03 -5.24
H 2.62 2.29 -6.07
H 3.69 0.96 -6.57
H 4.22 2.10 -5.33
H 4.64 0.17 -3.73
H 4.95 -1.18 -1.82
H 3.74 -2.47 -1.55
H 3.63 -0.97 -0.64
O -1.77 0.38 2.16
C -1.14 0.79 1.25
Cl -3.55 -1.07 -5.28
C -4.69 -1.59 -4.07
C -4.65 -2.91 -3.69
C -5.58 -3.42 -2.81
C -6.58 -2.59 -2.32
C -6.59 -1.27 -2.69
Cl -7.85 -0.25 -2.02
C -5.64 -0.69 -3.54
N -5.71 0.66 -3.88
C -4.52 1.50 -3.96
C -4.33 2.28 -5.09
C -3.22 3.09 -5.20
C -2.28 3.12 -4.17
C -2.48 2.35 -3.03
C -3.61 1.54 -2.90
C -3.84 0.72 -1.65
C -3.13 1.25 -0.42
O -3.62 2.15 0.24
O -2.01 0.62 -0.20
H -3.86 -3.54 -4.10
H -5.55 -4.46 -2.51
H -7.34 -2.95 -1.64
H -6.48 1.12 -3.43
H -5.07 2.22 -5.89
H -3.07 3.70 -6.09
H -1.39 3.74 -4.24
H -1.76 2.38 -2.22
H -3.51 -0.31 -1.82
H -4.90 0.70 -1.40
*
```

**Molar mass**: 985.24 g/mol
**Total energy**: -5271.9886 a.u.
**HOMO level (alpha / beta)**: -0.87 / -1.29 eV
**E_LUMO (alpha / beta)**: 3.77 / 3.77 eV
**<S²>**: 3.769


Here is a 10-piece molecular cluster, C48H52Cl4O28 overall from OMol25. Energies are from ωB97M-V/def2-TZVPD.

```
! RIJCOSX wB97M-V def2-TZVPD def2/J DEFGRID3
* xyz 0 1
O 22.61 -4.69 3.65
C 22.27 -5.88 3.46
C 22.48 -6.87 4.50
C 21.96 -8.13 4.50
O 22.16 -8.98 5.58
C 21.08 -8.59 3.38
O 20.53 -9.65 3.42
C 21.00 -7.68 2.24
C 21.58 -6.47 2.28
O 21.75 -5.72 1.16
H 23.09 -6.59 5.34
H 21.63 -9.77 5.53
H 20.55 -8.04 1.33
H 22.07 -4.87 1.48
O 21.37 -1.97 -3.24
C 21.41 -3.22 -3.42
C 21.54 -3.98 -4.66
C 21.58 -5.30 -4.75
O 21.76 -5.96 -5.93
C 21.47 -6.19 -3.61
O 21.62 -7.33 -3.74
C 21.25 -5.56 -2.37
C 21.29 -4.18 -2.26
O 21.27 -3.61 -1.02
H 21.75 -3.47 -5.59
H 21.53 -6.88 -5.80
H 21.27 -6.15 -1.47
H 21.63 -2.73 -1.14
O 27.55 -12.15 1.46
C 26.34 -12.38 1.23
C 25.42 -11.32 1.00
C 24.10 -11.53 0.62
O 23.20 -10.47 0.59
C 23.56 -12.95 0.32
O 22.42 -13.18 -0.06
C 24.49 -13.98 0.65
C 25.78 -13.74 0.90
O 26.67 -14.71 1.21
H 25.74 -10.33 1.28
H 23.75 -9.68 0.58
H 24.04 -14.97 0.64
H 27.50 -14.41 1.58
O 15.64 -12.96 -2.42
C 15.15 -13.93 -1.89
C 15.66 -14.46 -0.60
C 15.10 -15.50 0.11
O 15.54 -15.80 1.30
C 13.95 -16.27 -0.37
O 13.29 -17.02 0.35
C 13.47 -15.86 -1.72
C 14.02 -14.81 -2.41
O 13.45 -14.46 -3.60
H 16.52 -14.00 -0.15
H 14.93 -16.37 1.76
H 12.69 -16.47 -2.15
H 13.76 -13.59 -3.86
O 18.54 -15.76 1.56
C 19.13 -15.01 2.36
C 18.75 -13.67 2.46
C 19.10 -12.80 3.48
O 18.62 -11.59 3.46
C 20.15 -13.15 4.51
O 20.62 -12.34 5.34
C 20.56 -14.57 4.44
C 20.11 -15.38 3.43
O 20.62 -16.63 3.26
H 17.99 -13.33 1.77
H 18.94 -11.02 4.16
H 21.38 -14.83 5.10
H 20.10 -17.02 2.56
O 13.58 -11.45 0.12
C 13.82 -11.68 1.30
C 13.03 -12.62 2.16
C 13.26 -12.79 3.45
O 12.48 -13.60 4.22
C 14.35 -12.05 4.21
O 14.64 -12.17 5.42
C 15.20 -11.21 3.34
C 15.00 -11.06 2.01
O 15.86 -10.39 1.21
H 12.18 -13.11 1.71
H 13.05 -13.87 4.94
H 16.07 -10.74 3.80
H 15.61 -10.43 0.29
C 15.26 -7.09 -0.99
O 16.00 -7.78 -2.02
C 15.26 -8.83 -2.62
C 15.82 -9.06 -4.06
O 15.75 -7.84 -4.76
C 14.78 -7.92 -5.80
H 15.87 -6.35 -0.47
H 14.89 -7.83 -0.29
H 14.37 -6.58 -1.37
H 14.19 -8.65 -2.65
H 15.28 -9.78 -2.08
H 15.55 -9.97 -4.61
H 16.90 -9.16 -3.99
H 14.90 -8.63 -6.61
H 14.74 -6.98 -6.35
H 13.81 -8.09 -5.33
C 20.43 -2.52 5.14
O 19.63 -3.03 4.06
C 18.79 -4.19 4.39
C 18.06 -4.90 3.16
O 17.51 -6.18 3.46
C 16.84 -6.81 2.41
H 19.90 -2.49 6.09
H 21.11 -1.68 4.99
H 21.14 -3.30 5.38
H 18.12 -3.78 5.14
H 19.37 -4.92 4.96
H 18.79 -4.98 2.36
H 17.25 -4.30 2.73
H 16.11 -6.11 1.99
H 16.30 -7.62 2.90
H 17.50 -7.24 1.65
Cl 19.16 -15.13 -2.48
C 19.48 -13.79 -3.68
C 20.97 -13.67 -4.17
Cl 20.98 -13.09 -5.85
H 19.17 -12.84 -3.25
H 18.76 -13.95 -4.49
H 21.54 -14.59 -4.03
H 21.50 -12.87 -3.65
Cl 18.66 -12.31 -0.42
C 19.58 -10.80 -0.67
C 18.62 -9.59 -0.44
Cl 19.38 -8.14 -0.92
H 19.90 -10.77 -1.71
H 20.56 -10.75 -0.19
H 18.47 -9.54 0.64
H 17.65 -9.67 -0.94
*
```

**Molar mass**: 1218.73 g/mol
**Total energy**: -5807.4323 a.u.
**HOMO level**: -9.26 eV
**E_LUMO**: -2.04 eV


ΔE to the lowest compared entry with this formula, charge and spin values, unit kJ/mol, following the record order: 59.65 13.17 50.35 507.82.